123
Properties=species:S:1:pos:R:3:mulliken_spin:R:1 method="wB97M-V/def2-TZVPD" s2=1.169 energy_ev=-83323.77396 spin_multiplicity=2 homo_ev="-3.6 / -4.1" e_above_lowest_ev=2.257 charge=-1
Ru 0.126 -0.331 -0.589 1.37
O 1.572 1.657 0.723 -0.01
C 1.427 2.441 1.897 -0.02
C -0.065 2.236 2.308 0.00
C -0.474 0.812 2.627 0.00
C -0.556 0.439 3.962 0.00
C -1.027 -0.815 4.306 0.00
C -1.439 -1.659 3.301 0.00
C -1.348 -1.238 1.978 -0.04
C -1.874 -2.121 0.894 -0.04
C -0.806 -3.116 0.287 0.02
O 0.029 -2.466 -0.596 0.09
C -0.013 -3.732 1.453 0.00
C -0.436 -4.868 2.136 0.00
C 0.270 -5.330 3.241 0.00
C 1.411 -4.664 3.665 0.00
C 1.851 -3.545 2.970 0.00
C 1.145 -3.080 1.872 -0.01
C -1.523 -4.188 -0.546 0.01
C -0.760 -5.259 -1.016 0.00
C -1.281 -6.166 -1.922 0.00
C -2.583 -6.019 -2.388 0.00
C -3.348 -4.958 -1.934 0.00
C -2.822 -4.049 -1.022 0.00
N -0.848 -0.032 1.640 0.05
C 1.691 3.958 1.796 0.00
C 2.710 4.556 2.537 0.00
C 2.862 5.936 2.564 0.00
C 2.006 6.750 1.844 0.00
C 1.017 6.167 1.065 0.00
C 0.859 4.790 1.048 0.00
C 2.381 1.826 2.925 0.00
C 2.194 1.989 4.294 0.00
C 3.076 1.430 5.206 0.00
C 4.178 0.716 4.760 0.00
C 4.387 0.569 3.397 0.00
C 3.493 1.114 2.486 0.00
H -0.670 2.589 1.472 0.01
H -0.288 2.868 3.169 0.00
H -0.284 1.143 4.734 0.00
H -1.097 -1.108 5.346 0.00
H -1.834 -2.641 3.524 0.00
H -2.199 -1.487 0.066 0.01
H -2.714 -2.698 1.288 0.00
H -1.330 -5.384 1.805 0.00
H -0.072 -6.212 3.769 0.00
H 1.951 -5.016 4.536 0.00
H 2.749 -3.028 3.290 0.00
H 1.488 -2.213 1.317 0.01
H 0.262 -5.357 -0.671 0.00
H -0.670 -6.987 -2.278 0.00
H -2.989 -6.719 -3.108 0.00
H -4.363 -4.833 -2.296 0.00
H -3.442 -3.224 -0.691 0.00
H 3.398 3.943 3.101 0.00
H 3.651 6.374 3.164 0.00
H 2.112 7.828 1.888 0.00
H 0.347 6.780 0.475 0.00
H 0.102 4.361 0.412 0.00
H 1.363 2.581 4.659 0.00
H 2.900 1.552 6.268 0.00
H 4.872 0.282 5.469 0.00
H 5.250 0.025 3.032 0.00
H 3.651 0.965 1.427 0.00
C 3.522 -3.034 -0.920 0.00
O 4.517 -2.113 -1.374 0.00
C 4.286 -0.761 -1.451 -0.01
C 5.253 -0.058 -2.149 0.00
C 5.178 1.320 -2.322 0.00
C 4.100 2.004 -1.791 0.01
C 3.111 1.327 -1.092 -0.02
C 1.904 2.083 -0.604 0.04
N 0.746 1.700 -1.401 -0.34
N -0.219 2.594 -1.363 -0.06
C -1.474 2.114 -1.331 -0.03
O -1.790 0.906 -1.230 -0.07
C -2.520 3.164 -1.198 0.01
C -3.662 2.851 -0.460 -0.01
C -4.579 3.836 -0.136 0.00
C -4.381 5.140 -0.569 -0.01
C -3.268 5.448 -1.340 0.00
C -2.339 4.469 -1.651 -0.01
C 3.170 -0.079 -0.867 0.02
O 2.291 -0.692 -0.134 -0.01
H 3.900 -4.017 -1.210 0.00
H 2.546 -2.867 -1.370 0.00
H 3.412 -2.998 0.163 0.00
H 6.081 -0.623 -2.562 0.00
H 5.945 1.844 -2.877 0.00
H 4.024 3.081 -1.903 0.00
H 2.087 3.160 -0.642 0.00
H -3.791 1.826 -0.137 0.00
H -5.444 3.591 0.469 0.00
H -5.089 5.915 -0.300 0.00
H -3.122 6.464 -1.686 0.00
H -1.461 4.702 -2.240 0.00
C -2.712 -2.820 -7.015 0.00
C -3.069 -2.881 -5.530 0.00
N -3.969 -1.813 -5.112 0.00
C -5.398 -1.967 -5.361 0.00
C -5.907 -1.207 -6.586 0.00
C -3.547 -0.609 -4.626 0.00
O -4.331 0.300 -4.400 0.00
C -2.079 -0.449 -4.369 0.00
C -1.330 0.427 -5.143 0.00
C 0.010 0.608 -4.836 0.00
C 0.547 -0.071 -3.757 0.00
N -0.176 -0.891 -2.987 0.02
C -1.452 -1.077 -3.303 -0.01
H -2.002 -3.611 -7.263 0.00
H -2.259 -1.856 -7.249 0.00
H -3.599 -2.948 -7.636 0.00
H -2.162 -2.826 -4.935 0.00
H -3.551 -3.834 -5.305 0.00
H -5.929 -1.597 -4.483 0.00
H -5.601 -3.033 -5.468 0.00
H -5.726 -0.142 -6.452 0.00
H -6.981 -1.368 -6.695 0.00
H -5.413 -1.539 -7.499 0.00
H -1.791 0.951 -5.972 0.00
H 0.628 1.276 -5.421 0.00
H 1.589 0.038 -3.482 0.00
H -1.994 -1.779 -2.676 0.00